[1]
A molecular structure, C19H20B2F4MgN6O5S4Se, computed with wB97M-V/def2-TZVPD.

Positions of all 62 atoms, in Å:
Mg -0.2083 -0.0961 0.5695
C -0.4802 2.9107 -2.7376
C -0.6896 1.8690 -1.6932
N 0.1441 1.5829 -0.7728
O 1.3491 2.2352 -0.7789
B 2.2439 1.6600 0.2836
F 3.2755 2.5317 0.4750
F 1.4389 1.4454 1.4413
O 2.8098 0.3503 -0.1328
N 1.7993 -0.5652 -0.1862
C 1.9910 -1.6405 -0.8438
C 3.2589 -1.9993 -1.5409
C 0.7912 -2.5360 -0.9278
N -0.2406 -2.0696 -0.3438
O -1.4013 -2.7564 -0.4445
B -2.5201 -1.9396 0.1084
F -3.6007 -2.7374 0.3031
F -2.0319 -1.3412 1.3307
O -2.9013 -0.8170 -0.7938
N -1.9071 0.0998 -0.8034
C -1.9023 0.9871 -1.7178
C -2.9208 1.1141 -2.7972
C 0.8158 -3.8008 -1.7141
H 0.3146 3.5895 -2.4413
H -1.3994 3.4705 -2.9087
H -0.2069 2.4228 -3.6773
H 3.9495 -1.1603 -1.5257
H 3.0472 -2.2904 -2.5715
H 3.7305 -2.8528 -1.0484
H -3.6361 0.3008 -2.7247
H -2.4305 1.0832 -3.7719
H -3.4511 2.0652 -2.7156
H 1.7580 -4.3305 -1.5779
H 0.7041 -3.5628 -2.7754
H -0.0137 -4.4362 -1.4162
O -1.2820 0.9543 7.5805
C -1.1016 0.7836 6.4181
S -0.0615 -0.5109 5.7743
C -0.2572 -0.1607 4.0857
C -1.1650 1.0008 3.7737
S -1.5185 1.5298 2.2903
S -1.8451 1.7979 5.1571
S 0.5121 -1.0615 2.9907
C 3.2108 -1.2804 -5.8500
N 3.2446 -0.3376 -4.7544
C 2.1809 0.0419 -3.9959
Se 0.4573 -0.5786 -4.1160
N 2.6460 0.9382 -3.0996
C 4.0128 1.1141 -3.2428
C 4.9301 1.8711 -2.5336
C 6.2500 1.7990 -2.9532
C 6.6337 1.0005 -4.0342
C 5.7118 0.2338 -4.7318
C 4.3945 0.3057 -4.3089
H 2.1884 -1.6301 -5.9644
H 3.8668 -2.1253 -5.6362
H 3.5368 -0.7959 -6.7707
H 2.0857 1.3534 -2.3607
H 4.6288 2.4714 -1.6852
H 7.0020 2.3714 -2.4272
H 7.6739 0.9749 -4.3298
H 6.0092 -0.3903 -5.5639

Computed properties:
Strongest force on any atom ... 0.12 eV Å⁻¹
Relative energy (zero: lowest compared OMol25 entry of this formula, charge and spin) ... 0.4263 eV
LUMO level ... -2.85 eV
DFT total energy ... -6084.61369 a.u.

These are the natural (NBO) partial charges, in e, on atoms 1 to 5: number 1, Mg, carries 1.677; number 2, C, carries -0.702; number 3, C, carries 0.250; number 4, N, carries -0.257; number 5, O, carries -0.587

---

[2]
A molecular structure, C26H48F12LiO21P2 in a non-equilibrium geometry, computed with wB97M-V/def2-TZVPD.

Positions of all 110 atoms, in Å:
Li 0.4873 -2.6615 1.9112
P 2.0541 -2.6489 4.8811
F 0.9565 -2.0138 3.8299
F 2.3475 -1.1455 5.4070
F 0.8566 -2.7910 5.9599
F 3.0181 -3.2880 5.9766
F 1.7077 -4.1019 4.2311
F 3.2793 -2.4511 3.8600
P -0.9091 -0.4556 0.8350
F 0.6364 -0.5458 1.4226
F -1.1540 0.8468 1.7394
F -0.2510 0.3747 -0.3552
F -2.3439 -0.3602 0.1751
F -0.6580 -1.9006 0.1074
F -1.3858 -1.3691 2.1145
C 3.1383 -0.7384 -0.9748
C 4.5434 -1.2243 -1.3937
O 4.6983 -0.6314 -2.6999
C 3.5025 -0.2344 -3.1652
O 3.3102 0.0324 -4.2631
O 2.5814 -0.2496 -2.2027
H 3.2603 0.0448 -0.2346
H 2.5584 -1.5841 -0.6096
H 4.6727 -2.3031 -1.4361
H 5.2861 -0.7346 -0.7661
C -4.2820 0.9017 2.2211
C -4.3992 0.3506 3.6506
O -5.5006 1.0709 4.1846
C -6.2768 1.4210 3.1543
O -7.3686 1.7516 3.2258
O -5.5941 1.3896 1.9936
H -3.9655 0.1075 1.5661
H -3.5051 1.6612 2.3079
H -3.5008 0.4134 4.2614
H -4.5575 -0.7400 3.6194
C -3.5455 -3.7335 4.9498
C -2.4798 -3.6087 3.8876
O -2.0628 -4.9386 3.5517
C -1.1102 -5.0950 2.6797
O -0.5929 -4.1946 2.0553
O -0.8658 -6.3918 2.5455
C 0.3334 -6.7779 1.8547
H -4.0491 -2.7948 5.1995
H -3.0927 -4.1009 5.8691
H -4.3946 -4.3202 4.5876
H -1.6307 -3.0412 4.2728
H -2.8688 -3.1280 2.9876
H 0.1507 -6.7050 0.7767
H 0.5169 -7.8306 2.0617
H 1.2415 -6.2413 2.1243
C 6.7786 1.9311 -1.2035
C 6.5367 1.5882 0.2334
O 5.1575 1.3222 0.4175
C 4.8094 1.1394 1.6719
O 5.5714 1.1481 2.5787
O 3.5383 0.8807 1.7286
C 3.0619 0.5932 3.0640
H 6.2691 2.8601 -1.4765
H 6.2195 1.2045 -1.8153
H 7.7871 1.9304 -1.5985
H 6.8281 2.4036 0.9006
H 7.0930 0.7169 0.5892
H 2.9274 1.5514 3.5779
H 3.7691 0.0427 3.6666
H 2.0843 0.1468 2.9721
C -6.6520 4.2732 0.1912
C -5.2974 3.9155 -0.3667
O -4.3250 4.0758 0.6478
C -3.0982 3.7222 0.3656
O -2.7624 3.1485 -0.6191
O -2.2765 4.1648 1.2831
C -0.8905 4.0442 1.0240
H -6.7254 5.3435 0.3984
H -6.7510 3.7623 1.1532
H -7.4841 3.9371 -0.4195
H -4.9830 4.4463 -1.2674
H -5.3519 2.8589 -0.6595
H -0.3691 4.5716 1.8180
H -0.6530 4.5231 0.0732
H -0.5724 3.0034 1.0182
C 0.8146 -3.0385 -4.8642
C 0.2718 -1.6484 -5.1923
O -1.1332 -1.7792 -5.3823
C -1.9391 -0.8311 -4.8883
O -1.6186 0.1875 -4.3897
O -3.1851 -1.2621 -5.0376
C -4.1589 -0.6023 -4.2274
H 0.6000 -3.3059 -3.8336
H 1.8837 -3.0742 -5.0656
H 0.2639 -3.7888 -5.4377
H 0.7352 -1.2524 -6.0959
H 0.5473 -1.0028 -4.3629
H -4.2588 0.3903 -4.6783
H -3.8487 -0.5253 -3.1896
H -5.1277 -1.0847 -4.2936
C 2.9220 2.7817 -1.3856
C 2.4342 3.8925 -2.2861
O 2.3124 3.5654 -3.6650
C 1.3154 2.7905 -4.1301
O 0.2824 2.5667 -3.6299
O 1.6301 2.4717 -5.3914
C 0.7328 1.5704 -6.0418
H 3.9451 2.5111 -1.6541
H 2.2968 1.8868 -1.4328
H 2.9377 3.0488 -0.3274
H 3.1274 4.7269 -2.2607
H 1.4445 4.2168 -1.9577
H 0.1338 2.1523 -6.7439
H 0.2438 0.9231 -5.3299
H 1.3627 0.9720 -6.7106

Computed properties:
Strongest force on any atom ... 5.10 eV Å⁻¹
Total charge ... -1
LUMO level ... 1.79 eV
DFT total energy ... -4488.89090 a.u.

These are the Mulliken partial charges, in e, on atoms 1 to 5: number 1, Li, carries 1.071; number 2, P, carries 1.381; number 3, F, carries -0.394; number 4, F, carries -0.394; number 5, F, carries -0.390

---

[3]
A molecular structure, C4H6InO3 in a non-equilibrium geometry, computed with wB97M-V/def2-TZVPD.

Positions of all 14 atoms, in Å:
In 2.4542 0.1201 -3.1903
C -1.7043 0.6366 0.3062
C -0.2288 0.5030 0.3047
C 0.3594 -0.6468 1.1649
O 1.4903 -0.9364 0.2881
C 1.2436 -0.5977 -0.9707
O 2.0059 -0.7765 -1.9406
O 0.1720 0.1724 -1.0389
H -2.2801 1.0890 -0.5012
H -1.9377 1.1380 1.2455
H -2.1147 -0.3719 0.2542
H 0.1452 1.4602 0.6682
H -0.2188 -1.5646 1.2723
H 0.6137 -0.2255 2.1375

Computed properties:
Strongest force on any atom ... 19.23 eV Å⁻¹
Relative energy (zero: lowest compared OMol25 entry of this formula, charge and spin) ... 5.0418 eV
Total charge ... +3
LUMO level ... -20.42 eV
DFT total energy ... -570.22918 a.u.

These are the Mulliken partial charges, in e, on atoms 1 to 5: number 1, In, carries 1.378; number 2, C, carries -1.236; number 3, C, carries 0.364; number 4, C, carries -0.345; number 5, O, carries -0.135

---

[4]
A molecular structure, C15H17N3O2PPtS in a non-equilibrium geometry, computed with wB97M-V/def2-TZVPD.

Positions of all 40 atoms, in Å:
Pt -0.1027 0.2805 0.5181
N -0.8007 -0.7275 2.2456
N 0.0889 -0.7340 3.3417
C 1.1387 0.0913 3.3394
N 1.9993 0.0880 4.3284
S 1.3074 1.1959 2.0442
H -1.6715 -0.2669 2.5184
H -1.0106 -1.6975 2.0147
H -0.1166 -1.3565 4.1140
H 1.9094 -0.5070 5.1426
H 2.7843 0.7263 4.3238
O -0.0987 4.0377 -1.7345
C -0.0289 2.9464 -1.3062
O 0.1646 2.3411 -0.2465
C -0.3033 1.8877 -2.7487
P -0.2626 0.2356 -2.3117
C 1.2618 -0.1460 -1.4993
C 1.4543 -1.4470 -0.9227
C 2.7226 -1.8598 -0.5438
C 3.8049 -1.0244 -0.7479
C 3.6466 0.2381 -1.3597
C 2.4095 0.6750 -1.7353
C -1.6295 -0.1191 -1.1632
C -2.0327 -1.4819 -0.9657
C -3.2801 -1.7853 -0.4744
C -4.1876 -0.7577 -0.2037
C -3.8333 0.5803 -0.3875
C -2.5889 0.9085 -0.8733
H 0.4613 2.1719 -3.4731
H -1.2649 2.1838 -3.1710
H 0.6442 -2.1609 -0.8973
H 2.8665 -2.8504 -0.1336
H 4.7968 -1.3535 -0.4628
H 4.5157 0.8495 -1.5653
H 2.3159 1.6367 -2.2211
H -1.3855 -2.2914 -1.2799
H -3.5754 -2.8191 -0.3500
H -5.1928 -1.0034 0.1184
H -4.5521 1.3669 -0.1967
H -2.3745 1.9480 -1.0743

Computed properties:
Strongest force on any atom ... 1.97 eV Å⁻¹
Total charge ... +3
LUMO level (spin up / spin down) ... -13.31 / -13.28 eV
DFT total energy ... -1754.24389 a.u.

These are the natural (NBO) partial charges, in e, on atoms 1 to 5: number 1, Pt, carries 0.840; number 2, N, carries -0.589; number 3, N, carries -0.422; number 4, C, carries 0.320; number 5, N, carries -0.694

---

Q: Which value of strongest force on any atom does entry 3 give?
A: 19.23 eV Å⁻¹

---

Q: Which value of strongest force on any atom does entry 3 give?
A: 19.23 eV Å⁻¹

---

Q: The highest strongest force on any atom belongs to which entry?
A: C4H6InO3